Computed, not measured: a cluster of 2 separate species, C29H60BN6O9S in total, with the ωB97M-V functional and the def2-TZVPD basis.

Atoms and positions in Å:
1 C 7.439 -0.969 1.424
2 C 6.356 -0.099 0.754
3 C 5.018 -0.844 0.570
4 C 3.808 0.112 0.545
5 C 2.494 -0.604 0.935
6 C 1.350 -0.426 -0.116
7 C 0.521 -1.709 -0.098
8 N -0.724 -1.658 -0.887
9 C -0.664 -1.097 -2.152
10 N -0.886 0.112 -2.486
11 N -0.853 0.574 -3.803
12 C -1.233 1.128 -1.463
13 B -2.329 2.093 -2.138
14 O -2.041 3.377 -2.446
15 O -3.596 1.622 -2.433
16 N -0.387 -2.114 -3.092
17 C 1.037 -2.410 -3.335
18 C 1.872 -1.190 -3.717
19 C 3.351 -1.634 -3.795
20 C 4.174 -0.423 -4.188
21 O 3.755 0.435 -4.864
22 O 5.440 -0.348 -3.678
23 C -1.239 -3.206 -2.569
24 S -0.901 -4.874 -3.167
25 C -1.501 -2.938 -1.020
26 C -2.946 -2.437 -0.687
27 C -3.000 -1.584 0.593
28 C -4.215 -1.944 1.479
29 O -5.363 -2.281 0.698
30 C -6.134 -1.176 0.440
31 C -7.395 -0.933 1.233
32 O -5.819 -0.440 -0.410
33 C -1.163 -4.037 -0.013
34 C -2.113 -5.256 -0.083
35 C -2.872 -5.503 1.208
36 N -4.262 -5.761 1.046
37 O -2.341 -5.488 2.256
38 H 8.252 -0.347 1.811
39 H 7.899 -1.678 0.730
40 H 7.041 -1.507 2.291
41 H 6.763 0.185 -0.223
42 H 6.253 0.803 1.365
43 H 4.943 -1.577 1.381
44 H 5.089 -1.387 -0.381
45 H 4.015 0.879 1.300
46 H 3.759 0.606 -0.431
47 H 2.143 -0.383 1.945
48 H 2.715 -1.683 0.926
49 H 0.770 0.438 0.217
50 H 1.853 -0.226 -1.064
51 H 1.178 -2.552 -0.348
52 H 0.222 -1.864 0.945
53 H -1.205 -0.134 -4.440
54 H 0.090 0.867 -4.041
55 H -0.349 1.646 -1.091
56 H -1.705 0.574 -0.648
57 H -2.878 3.785 -2.727
58 H -3.990 1.150 -1.682
59 H 1.454 -2.983 -2.494
60 H 1.063 -3.090 -4.191
61 H 1.605 -0.890 -4.735
62 H 1.739 -0.322 -3.066
63 H 3.658 -2.025 -2.821
64 H 3.427 -2.439 -4.530
65 H 5.503 0.545 -3.302
66 H -2.216 -3.000 -3.028
67 H 0.173 -5.250 -2.427
68 H -3.671 -3.253 -0.633
69 H -3.243 -1.832 -1.557
70 H -2.098 -1.695 1.200
71 H -3.090 -0.517 0.383
72 H -4.451 -1.027 2.038
73 H -3.959 -2.697 2.229
74 H -8.271 -1.104 0.605
75 H -7.468 -1.556 2.127
76 H -7.409 0.114 1.540
77 H -1.284 -3.598 0.984
78 H -0.117 -4.353 -0.045
79 H -1.487 -6.140 -0.245
80 H -2.765 -5.221 -0.956
81 H -4.700 -4.845 0.934
82 H -4.605 -6.206 1.893
83 C -0.509 7.728 2.732
84 O 0.745 7.112 2.496
85 C 1.364 6.603 3.673
86 C 1.414 5.087 3.637
87 N 0.080 4.513 3.788
88 C 0.019 3.079 3.531
89 C 0.328 2.600 2.113
90 O -0.632 2.999 1.144
91 C -0.410 4.289 0.579
92 H -0.830 8.197 1.803
93 H -1.266 6.992 3.026
94 H -0.431 8.499 3.502
95 H 0.873 6.964 4.580
96 H 2.390 6.981 3.680
97 H 2.053 4.728 4.448
98 H 1.872 4.795 2.682
99 H -0.552 4.979 3.150
100 H -0.999 2.759 3.773
101 H 0.685 2.565 4.232
102 H 0.292 1.504 2.128
103 H 1.341 2.866 1.788
104 H 0.652 4.539 0.528
105 H -0.948 5.054 1.141
106 H -0.815 4.286 -0.433

Force components x, y, z for each atom (eV/Å):
C 0.071 0.198 0.124
C 0.617 -0.539 0.047
C 0.530 0.583 -0.189
C 0.250 -0.281 1.054
C -0.040 -0.713 -1.310
C 0.653 -0.107 1.267
C 0.036 0.887 0.483
N -0.007 0.431 1.014
C 1.724 -2.912 -0.158
N 0.156 1.084 0.878
N -0.200 0.258 -0.090
C -0.664 0.246 -0.369
B -0.180 -0.049 -0.233
O -0.208 -0.052 0.031
O 0.169 0.015 0.838
N -0.842 0.463 -0.544
C -0.031 -0.083 -0.150
C 0.224 -0.720 -0.655
C -0.471 0.282 0.571
C 1.195 -1.581 1.029
O -1.333 2.026 -1.441
O -0.515 -0.435 0.936
C -1.170 -0.478 -0.075
S 0.259 0.026 0.032
C -0.044 0.960 0.090
C 0.411 -0.022 -0.928
C -0.572 -0.339 0.258
C 0.719 1.277 0.112
O -0.306 -0.810 0.883
C -1.181 -1.025 1.299
C 0.120 -0.472 0.656
O 1.151 2.051 -2.296
C 0.286 0.185 0.379
C 0.465 0.054 -0.564
C -1.517 0.190 -2.296
N 0.496 0.131 0.071
O 1.501 -0.208 2.428
H -0.072 -0.004 -0.150
H -0.219 -0.071 0.093
H -0.010 -0.043 -0.182
H -0.220 0.321 0.110
H -0.278 -0.038 -0.172
H -0.289 0.102 -0.081
H -0.204 -0.201 0.218
H -0.083 0.132 -0.272
H -0.180 0.005 0.117
H 0.094 0.208 -0.118
H 0.039 0.144 0.202
H -0.127 -0.066 -0.449
H -0.398 -0.021 -0.088
H -0.228 0.055 -0.278
H -0.002 -0.072 -0.133
H 0.259 -0.115 0.139
H -0.097 -0.065 -0.098
H -0.047 -0.076 -0.151
H 0.360 0.122 0.107
H 0.363 0.171 -0.101
H -0.117 -0.257 -0.506
H 0.121 0.345 0.028
H -0.086 0.002 0.133
H -0.181 0.146 0.215
H 0.136 -0.186 0.073
H 0.264 0.035 -0.180
H 0.228 0.106 -0.001
H 0.500 0.017 -0.509
H 0.131 -0.413 -0.095
H -0.306 0.382 -0.036
H 0.178 0.036 -0.115
H -0.289 -0.012 0.277
H -0.085 -0.019 -0.042
H 0.108 -0.154 -0.293
H 0.032 -0.294 0.215
H -0.414 -0.390 -0.406
H 0.130 -0.042 -0.051
H 0.011 -0.032 -0.176
H 0.022 -0.048 -0.145
H 0.129 -0.070 -0.087
H -0.104 0.001 -0.221
H -0.235 -0.053 0.132
H -0.108 0.021 0.221
H -0.402 -0.362 -0.331
H -0.093 0.312 0.049
C 0.098 -0.045 -0.150
O -0.259 0.025 0.182
C 0.422 -0.065 -0.175
C -0.304 0.075 -0.044
N 0.215 -0.119 -0.110
C -0.255 0.196 0.037
C -0.089 -0.325 0.129
O 0.305 -0.003 -0.104
C -0.312 -0.036 -0.132
H 0.069 -0.022 -0.013
H -0.056 0.086 0.123
H -0.061 -0.025 0.034
H -0.131 -0.059 -0.060
H -0.011 0.005 0.038
H -0.019 -0.031 -0.004
H 0.194 0.065 0.039
H -0.010 0.049 0.071
H 0.037 -0.097 -0.029
H 0.060 0.020 -0.043
H -0.032 0.003 0.035
H -0.034 0.162 -0.021
H 0.004 0.013 0.123
H 0.164 0.114 0.018
H 0.024 -0.069 0.013

For the LUMO energy, the calculation gives -2.984 eV. Its total charge is +1. Its highest occupied orbital energy is -10.692 eV.

Mulliken population analysis, charges in e, atoms 1 to 2: atom 1 (C): -1.276, atom 2 (C): -0.364

=====

Computed, not measured: a cluster of 4 separate species, C29H62BrIN3O2 in total, with the ωB97M-V functional and the def2-TZVPD basis.

Atoms and positions in Å:
1 C -2.503 3.172 1.987
2 C -1.632 1.949 1.855
3 O -0.648 2.009 1.267
4 N -2.071 0.724 2.513
5 C -2.499 -0.284 1.541
6 C -3.557 -1.280 1.942
7 O -2.089 -0.309 0.471
8 C -1.030 0.258 3.400
9 C -1.074 1.092 4.702
10 N 0.227 0.843 5.385
11 C 0.556 -0.610 5.620
12 C -0.116 -1.634 4.657
13 I -1.114 -3.106 5.941
14 C 0.916 -2.457 3.872
15 C 1.810 -1.633 2.931
16 C 3.177 -2.282 2.796
17 Br 0.994 -1.579 1.160
18 N -1.174 -1.129 3.781
19 H -1.907 4.036 1.735
20 H -3.338 3.126 1.296
21 H -2.845 3.299 3.011
22 H -4.154 -0.901 2.768
23 H -3.035 -2.153 2.326
24 H -4.166 -1.544 1.095
25 H -0.029 0.384 2.972
26 H -1.912 0.744 5.291
27 H -1.220 2.152 4.515
28 H 0.180 1.296 6.300
29 H 0.950 1.355 4.874
30 H 0.370 -0.824 6.658
31 H 1.630 -0.706 5.502
32 H 0.338 -3.173 3.306
33 H 1.524 -3.034 4.564
34 H 1.937 -0.637 3.352
35 H 3.110 -3.361 2.712
36 H 3.685 -1.892 1.923
37 H 3.803 -2.023 3.649
38 H -2.091 -1.263 4.194
39 C 3.483 -1.070 -1.506
40 C 2.362 -1.553 -2.419
41 C 2.274 -3.075 -2.514
42 C 3.509 -3.757 -3.105
43 C 3.900 -3.286 -4.505
44 C 2.832 -3.561 -5.558
45 H 4.465 -1.375 -1.874
46 H 3.478 0.020 -1.445
47 H 3.356 -1.465 -0.496
48 H 2.485 -1.115 -3.413
49 H 1.410 -1.175 -2.034
50 H 1.392 -3.341 -3.104
51 H 2.098 -3.485 -1.513
52 H 3.329 -4.837 -3.131
53 H 4.362 -3.614 -2.434
54 H 4.819 -3.801 -4.797
55 H 4.142 -2.219 -4.496
56 H 2.607 -4.628 -5.615
57 H 3.174 -3.239 -6.542
58 H 1.904 -3.028 -5.343
59 C 6.745 5.462 -2.755
60 C 6.164 4.616 -3.884
61 C 5.120 3.606 -3.411
62 C 5.637 2.550 -2.433
63 C 6.803 1.705 -2.943
64 C 6.454 0.873 -4.174
65 H 7.275 4.850 -2.023
66 H 7.457 6.188 -3.150
67 H 5.957 6.012 -2.236
68 H 6.973 4.106 -4.414
69 H 5.694 5.282 -4.613
70 H 4.685 3.113 -4.285
71 H 4.296 4.146 -2.932
72 H 4.807 1.885 -2.173
73 H 5.936 3.035 -1.499
74 H 7.115 1.029 -2.142
75 H 7.669 2.337 -3.159
76 H 5.618 0.201 -3.964
77 H 7.306 0.262 -4.476
78 H 6.183 1.501 -5.023
79 C -6.555 1.799 0.003
80 C -6.903 0.535 0.785
81 C -7.417 -0.601 -0.097
82 C -8.718 -0.303 -0.844
83 C -9.899 0.084 0.044
84 C -10.317 -1.018 1.012
85 H -7.430 2.220 -0.494
86 H -6.160 2.566 0.673
87 H -5.797 1.592 -0.755
88 H -7.633 0.775 1.563
89 H -6.005 0.189 1.306
90 H -7.549 -1.495 0.521
91 H -6.647 -0.857 -0.832
92 H -8.988 -1.185 -1.431
93 H -8.546 0.497 -1.570
94 H -10.749 0.323 -0.601
95 H -9.677 0.998 0.601
96 H -10.588 -1.928 0.473
97 H -11.184 -0.705 1.595
98 H -9.520 -1.262 1.716

Force components x, y, z for each atom (eV/Å):
C -0.071 -0.224 0.460
C -3.712 0.861 1.557
O 4.631 -0.230 -2.177
N -0.258 -0.373 0.649
C -2.104 -0.780 3.173
C 0.330 0.398 1.433
O 1.978 0.533 -4.683
C 0.203 0.282 1.065
C -0.392 -0.120 -1.209
N -0.502 0.641 0.772
C 0.616 -0.292 -0.508
C -0.460 -0.643 0.212
I 0.066 0.152 -0.075
C -0.257 0.545 0.020
C -0.008 -1.063 0.254
C 0.229 0.416 -0.036
Br -0.104 0.394 0.194
N -0.099 0.063 -0.084
H 0.196 0.158 -0.238
H -0.319 -0.114 0.070
H -0.411 -0.124 0.010
H -0.290 0.036 -0.033
H -0.008 -0.301 -0.197
H -0.107 -0.046 -0.284
H 0.010 -0.012 -0.410
H 0.016 -0.110 0.434
H 0.389 0.197 0.111
H 0.160 -0.013 -0.012
H 0.107 -0.342 -0.146
H -0.420 0.065 0.244
H 0.187 0.101 -0.035
H -0.002 -0.236 -0.225
H 0.242 0.115 0.199
H -0.058 0.369 -0.499
H -0.076 -0.135 -0.054
H 0.130 -0.010 -0.198
H -0.008 -0.145 0.250
H 0.063 -0.045 0.008
C 0.047 0.121 -0.159
C -0.014 -0.061 0.167
C -0.061 -0.028 -0.072
C 0.071 0.040 0.061
C -0.036 -0.124 -0.051
C 0.081 0.110 -0.011
H -0.001 0.002 0.017
H 0.041 -0.010 0.060
H 0.069 -0.029 -0.035
H -0.021 -0.016 -0.005
H -0.007 0.023 -0.055
H 0.016 -0.014 -0.001
H 0.000 0.024 0.007
H 0.006 0.005 -0.022
H -0.017 -0.003 0.010
H 0.018 0.038 0.019
H 0.000 -0.001 0.037
H -0.035 0.010 0.015
H -0.041 -0.027 -0.012
H -0.012 -0.026 -0.008
C 0.075 -0.027 -0.112
C -0.067 0.084 0.092
C -0.008 -0.060 -0.089
C 0.032 0.075 0.093
C -0.100 -0.125 -0.012
C 0.131 0.034 0.023
H -0.015 0.016 0.017
H -0.005 0.018 0.050
H 0.007 -0.022 0.029
H -0.022 -0.022 -0.006
H 0.022 -0.033 -0.032
H -0.002 -0.013 0.017
H 0.011 0.015 -0.008
H 0.012 -0.017 -0.010
H -0.012 0.011 -0.009
H 0.026 0.033 0.008
H -0.022 0.029 0.009
H -0.025 0.025 -0.023
H -0.039 -0.023 -0.030
H -0.026 -0.020 -0.001
C 0.022 -0.002 0.149
C 0.075 0.043 -0.108
C 0.001 -0.098 0.059
C 0.010 0.103 -0.040
C -0.052 -0.129 -0.023
C -0.019 0.136 0.033
H 0.024 0.003 -0.022
H -0.013 0.038 -0.040
H -0.042 0.003 -0.040
H -0.013 -0.033 -0.007
H -0.028 -0.003 0.049
H -0.020 0.003 -0.012
H 0.008 0.020 0.008
H -0.011 0.004 0.011
H 0.020 -0.017 -0.001
H 0.020 0.040 0.004
H 0.026 0.007 -0.022
H 0.033 -0.016 0.017
H 0.001 -0.051 0.010
H -0.008 -0.031 -0.005

For the LUMO energy, the calculation gives -3.587 eV. Its total charge is +1. For the relative energy (zero: lowest compared OMol25 entry of this formula, charge and spin), the calculation gives 0.0 kcal per mole. Its highest occupied orbital energy is -12.159 eV.

Mulliken population analysis, charges in e, atoms 1 to 2: atom 1 (C): -1.277, atom 2 (C): 0.519

=====

Going through the records in order, we get largest force on an atom values of 0.066; 0.100 hartree/bohr.